Model i:
The following is a quantum chemistry calculation of a cluster of 2 separate species, C10H19FNO2 in total, from the Open Molecules 2025 dataset.

CARTESIAN COORDINATES (ANGSTROEM)
C 3.43 -0.44 -0.65
C 2.33 -0.07 -0.07
C 1.24 0.70 -0.68
C 2.16 -0.32 1.40
C -0.13 -3.07 -0.44
C -1.06 2.86 0.99
C -1.22 -1.95 -0.66
C -1.48 -1.25 0.68
C -2.21 0.01 0.55
C -0.82 1.70 0.09
N -1.09 1.96 -1.33
O 1.30 1.30 -1.81
O 0.36 1.02 0.22
F -3.00 0.04 -0.60
H 4.21 -0.82 0.01
H 3.58 -0.27 -1.73
H 1.12 -0.35 1.75
H 2.77 -1.13 1.63
H 2.61 0.60 1.83
H -0.15 -3.67 -1.24
H 0.81 -2.79 -0.17
H -0.63 -3.70 0.16
H -0.54 2.67 1.91
H -1.99 3.26 1.29
H -0.45 3.68 0.54
H -0.93 -1.11 -1.37
H -2.13 -2.60 -0.96
H -2.02 -1.89 1.33
H -0.53 -1.04 1.12
H -2.69 0.51 1.40
H 0.41 1.87 -2.01
H -1.89 1.44 -1.58
H -1.37 2.88 -1.59

Properties
Gap between HOMO and LUMO: 8.12 eV
E_LUMO: -4.4 eV
Net charge: +1

Calculated atomic charges, method Mulliken, unit e: C -0.906; C 0.486; C 0.928; C -1.379; C -1.638; C -1.650; C -0.141; C -0.336; C -0.017; C 0.645; N -0.617; O -0.496; O -0.161; F -0.347; H 0.294; H 0.324; H 0.188; H 0.559; H 0.381; H 0.506; H 0.407; H 0.464; H 0.400; H 0.406; H 0.391; H 0.164; H 0.330; H 0.616; H -0.172; H 0.441; H 0.478; H 0.181; H 0.272

Model ii:
The following is a quantum chemistry calculation of the ion C10H19FNO2 with charge +1, from the Open Molecules 2025 dataset.

CARTESIAN COORDINATES (ANGSTROEM)
C 3.21 -2.73 0.48
C 2.45 -1.66 1.23
O 2.20 -1.77 2.34
O 2.00 -0.51 0.57
C 1.03 -0.75 -0.42
C -0.36 -0.23 0.03
N -1.37 -1.17 -0.56
C -2.77 -0.92 -0.09
C -2.95 0.42 0.62
C -2.11 1.58 0.06
C -0.68 1.17 -0.48
C 0.30 2.25 0.01
C 1.64 2.32 -0.71
F 2.03 3.63 -0.80
H 3.48 -3.52 1.17
H 4.09 -2.36 -0.04
H 2.56 -3.16 -0.28
H 0.99 -1.81 -0.69
H 1.29 -0.21 -1.34
H -0.40 -0.23 1.12
H -1.08 -2.12 -0.31
H -1.26 -1.06 -1.58
H -3.05 -1.76 0.55
H -3.41 -0.98 -0.97
H -4.02 0.63 0.58
H -2.73 0.30 1.68
H -2.65 2.19 -0.66
H -1.91 2.24 0.91
H -0.76 1.19 -1.57
H 0.40 2.19 1.09
H -0.19 3.22 -0.17
H 1.66 1.82 -1.68
H 2.39 1.83 -0.09

Properties
Gap between HOMO and LUMO: 10.40 eV
E_LUMO: -3.4 eV
Net charge: +1

Calculated atomic charges, method Mulliken, unit e: C -0.891; C 0.617; O -0.434; O -0.260; C -1.129; C 0.206; N -0.039; C -0.753; C -0.785; C -0.949; C 0.446; C -1.044; C -0.446; F -0.333; H 0.330; H 0.327; H 0.287; H 0.378; H 0.251; H 0.191; H 0.387; H 0.432; H 0.334; H 0.436; H 0.400; H 0.397; H 0.437; H 0.387; H 0.331; H 0.437; H 0.556; H 0.281; H 0.213

Result of the stability comparison: model i is the least stable of them.

Model i:
The following is a quantum chemistry calculation of the molecule C23H25NO6, from the Open Molecules 2025 dataset.

CARTESIAN COORDINATES (ANGSTROEM)
C -6.22 -2.23 -2.07
C -5.58 -2.59 -0.73
O -5.43 -1.47 0.11
C -4.41 -0.59 -0.09
C -3.41 -0.71 -1.05
C -2.40 0.22 -1.11
C -2.36 1.30 -0.24
C -3.40 1.45 0.69
C -4.40 0.51 0.77
H -5.19 0.60 1.50
H -3.39 2.30 1.36
C -1.27 2.28 -0.23
C 0.06 1.93 -0.33
C 1.09 2.91 -0.11
O 0.92 4.12 0.03
C 2.40 2.16 -0.01
O 3.51 2.59 0.16
N 2.08 0.84 -0.15
C 3.07 -0.20 -0.15
C 3.61 -0.45 -1.57
O 4.39 -1.62 -1.69
C 5.67 -1.58 -1.10
C 5.71 -2.31 0.25
O 7.03 -2.45 0.73
H 7.54 -2.96 0.09
H 5.22 -3.28 0.14
H 5.19 -1.74 1.02
H 6.34 -2.10 -1.80
H 6.02 -0.55 -0.99
H 2.77 -0.61 -2.26
H 4.17 0.43 -1.91
H 3.89 0.14 0.49
H 2.64 -1.11 0.25
C 0.68 0.57 -0.42
C 0.10 -0.40 0.59
C -0.28 -1.68 0.21
C -0.84 -2.55 1.13
C -1.02 -2.15 2.44
C -0.61 -0.88 2.83
C -0.06 -0.02 1.91
H 0.26 0.97 2.22
H -0.74 -0.57 3.86
H -1.46 -2.83 3.16
H -1.14 -3.54 0.82
H -0.15 -2.00 -0.82
H 0.59 0.14 -1.42
O -1.62 3.54 -0.04
H -0.80 4.09 0.02
H -1.64 0.13 -1.87
H -3.40 -1.53 -1.75
H -4.62 -3.10 -0.88
H -6.24 -3.26 -0.18
H -6.36 -3.13 -2.66
H -5.60 -1.54 -2.63
H -7.19 -1.76 -1.90

Properties
Gap between HOMO and LUMO: 8.30 eV
E_LUMO: -0.4 eV
Net charge: 0

Calculated atomic charges, method Mulliken, unit e: C -1.032; C -0.393; O -0.468; C 0.871; C -0.121; C -0.796; C -0.042; C -0.740; C -0.734; H 0.450; H 0.464; C 0.501; C -0.668; C 0.569; O -0.794; C 0.423; O -0.663; N 0.504; C -0.917; C -0.407; O -0.438; C -0.437; C -0.322; O -0.536; H 0.323; H 0.265; H 0.188; H 0.460; H 0.303; H 0.189; H 0.365; H 0.430; H 0.351; C -0.132; C 0.084; C 0.404; C -0.902; C -0.438; C -0.959; C -0.313; H 0.454; H 0.426; H 0.422; H 0.451; H 0.455; H 0.460; O -0.607; H 0.467; H 0.493; H 0.464; H 0.308; H 0.337; H 0.363; H 0.305; H 0.310

Model ii:
The following is a quantum chemistry calculation of the molecule C23H25NO6, from the Open Molecules 2025 dataset.

CARTESIAN COORDINATES (ANGSTROEM)
C 0.52 3.44 -0.31
C 0.87 2.04 -0.73
C 2.13 1.69 -1.08
C 2.43 0.32 -1.48
O 3.53 -0.06 -1.85
O 1.45 -0.59 -1.45
C 0.19 -0.29 -1.04
C -0.69 -1.37 -0.96
C -1.98 -1.05 -0.57
C -2.39 0.27 -0.25
C -1.48 1.31 -0.31
C -0.17 1.04 -0.71
H -1.79 2.30 -0.04
C -3.77 0.15 0.10
C -4.09 -1.16 -0.03
O -3.02 -1.91 -0.43
C -5.41 -1.77 0.23
H -5.66 -2.50 -0.55
C -6.46 -0.65 0.28
H -7.40 -1.04 0.68
C -5.97 0.51 1.16
H -6.77 1.23 1.29
H -5.70 0.12 2.14
C -4.75 1.19 0.53
H -4.29 1.88 1.25
H -5.06 1.78 -0.34
H -6.64 -0.28 -0.73
H -5.39 -2.31 1.18
C -0.24 -2.76 -1.25
H 0.24 -2.81 -2.22
H -1.09 -3.44 -1.23
H 0.49 -3.06 -0.50
C 3.35 2.57 -0.96
H 4.16 2.08 -1.51
H 3.18 3.55 -1.40
C 3.75 2.71 0.53
C 3.44 1.41 1.26
O 2.47 1.29 1.99
N 4.31 0.41 1.02
H 5.03 0.54 0.34
C 4.06 -0.95 1.47
H 4.63 -1.15 2.38
H 2.99 -1.01 1.72
C 4.40 -1.97 0.38
C 3.54 -3.19 0.45
O 2.41 -3.25 0.86
O 4.16 -4.26 -0.06
H 3.58 -5.03 -0.06
H 5.45 -2.27 0.41
H 4.21 -1.52 -0.60
H 3.16 3.50 1.00
H 4.80 2.96 0.61
H 1.33 4.13 -0.54
H 0.34 3.45 0.76
H -0.38 3.77 -0.82

Properties
Gap between HOMO and LUMO: 8.13 eV
E_LUMO: 0.3 eV
Net charge: 0

Calculated atomic charges, method Mulliken, unit e: C -2.498; C 1.518; C 0.244; C 0.361; O -0.771; O -0.551; C 0.856; C 0.376; C 0.143; C 0.227; C -0.970; C 1.028; H 0.547; C -0.176; C 0.549; O -0.602; C -0.841; H 0.333; C -0.762; H 0.361; C -0.869; H 0.360; H 0.337; C -0.554; H 0.353; H 0.280; H 0.303; H 0.287; C -1.383; H 0.331; H 0.364; H 0.168; C -1.668; H 0.430; H 0.448; C -0.798; C 0.493; O -0.654; N -0.096; H 0.291; C -0.884; H 0.387; H 0.375; C -0.087; C 0.332; O -0.591; O -0.480; H 0.367; H 0.458; H 0.130; H 0.385; H 0.430; H 0.372; H 0.432; H 0.576

Result of the stability comparison: model i is the least stable of them.

Model i:
The following is a quantum chemistry calculation of the ion C7H12N3 with charge +1, from the Open Molecules 2025 dataset.

CARTESIAN COORDINATES (ANGSTROEM)
C -0.67 -1.82 0.03
C 1.66 -1.80 0.14
C -0.96 -0.51 -0.06
C 1.05 0.49 -0.18
C -3.26 -0.43 0.14
C 3.46 -0.04 0.19
C -2.05 0.41 -0.13
N 0.59 -2.34 0.05
N 1.98 -0.41 0.02
N 1.19 1.77 -0.22
H -1.50 -2.49 0.09
H 2.55 -2.44 0.24
H -4.20 0.36 0.21
H -3.18 -1.18 0.98
H -3.67 -1.05 -0.71
H 3.95 0.45 -0.63
H 3.68 0.54 1.14
H 3.95 -1.02 0.20
H -2.05 1.24 0.61
H -2.25 1.00 -1.06
H 0.33 2.28 -0.24
H 2.01 2.29 -0.64

Properties
Gap between HOMO and LUMO: 9.85 eV
E_LUMO: -3.6 eV
Net charge: +1

Calculated atomic charges, method Mulliken, unit e: C -0.149; C 0.077; C 0.007; C 0.167; C -1.440; C -0.964; C 0.120; N -0.364; N -0.053; N -0.315; H 0.448; H 0.232; H 0.323; H 0.372; H 0.361; H 0.386; H 0.343; H 0.310; H 0.295; H 0.298; H 0.255; H 0.291

Model ii:
The following is a quantum chemistry calculation of a structure of composition C7H12N3, from the Open Molecules 2025 dataset.

CARTESIAN COORDINATES (ANGSTROEM)
C -3.07 0.72 -0.16
C -2.71 -0.57 0.17
C -2.11 1.65 -0.52
C -0.54 0.05 -0.22
C 3.45 0.46 -0.32
C -0.88 -2.07 0.78
C 2.00 0.87 -0.07
N -0.85 1.23 -0.59
N -1.41 -0.89 0.23
N 1.26 -0.33 0.11
H -4.22 0.98 -0.17
H -3.47 -1.18 0.49
H -2.36 2.62 -0.74
H 4.26 0.93 0.34
H 3.66 -0.62 -0.25
H 3.68 0.90 -1.34
H -0.38 -1.62 1.71
H -1.52 -2.87 1.07
H 0.00 -2.47 0.26
H 1.69 1.57 -0.88
H 2.10 1.50 0.87
H 1.44 -0.88 -0.80

Properties
Gap between HOMO and LUMO: 8.81 eV
E_LUMO: -4.9 eV
Net charge: +1

Calculated atomic charges, method Mulliken, unit e: C -0.412; C 0.068; C -0.229; C 0.390; C -1.010; C -0.756; C -0.235; N -0.359; N 0.080; N -0.442; H 0.281; H 0.434; H 0.497; H 0.302; H 0.316; H 0.245; H 0.366; H 0.313; H 0.272; H 0.334; H 0.217; H 0.328

Model iii:
The following is a quantum chemistry calculation of the ion C7H12N3 with charge +1, from the Open Molecules 2025 dataset.

CARTESIAN COORDINATES (ANGSTROEM)
C 3.05 -1.45 1.92
C 1.90 -1.14 1.76
C 0.21 -0.88 -0.04
C 0.09 0.40 1.99
C -1.00 0.74 1.02
C -0.86 1.64 -2.11
C -1.40 0.34 -1.49
N 0.69 -0.78 1.41
N -0.66 0.07 -0.21
N 0.73 -1.78 -0.87
H 4.00 -1.68 2.28
H 0.94 1.27 2.07
H -0.38 0.08 2.86
H -2.02 0.32 1.40
H -1.29 1.69 0.92
H -1.27 1.59 -3.17
H -1.16 2.55 -1.60
H 0.16 1.57 -2.34
H -2.52 0.17 -1.23
H -1.18 -0.55 -2.21
H 1.70 -2.20 -0.68
H 0.26 -1.97 -1.67

Properties
Gap between HOMO and LUMO: 9.82 eV
E_LUMO: -2.9 eV
Net charge: +1

Calculated atomic charges, method Mulliken, unit e: C -0.436; C -0.035; C 0.540; C -0.422; C -0.837; C -1.061; C -0.623; N -0.067; N 0.164; N -0.331; H 0.471; H 0.338; H 0.327; H 0.319; H 0.548; H 0.348; H 0.355; H 0.370; H 0.335; H 0.267; H 0.255; H 0.173

Result of the stability comparison: model i is the least stable of them.

Model i:
The following is a quantum chemistry calculation of a cluster of 2 separate species, C2H7N2O in total, from the Open Molecules 2025 dataset.

CARTESIAN COORDINATES (ANGSTROEM)
C 2.63 -0.16 0.22
C -1.24 0.94 0.38
N -0.59 -0.20 -0.19
N 0.70 -0.67 0.33
O 3.20 -0.21 -0.76
H 2.90 -0.32 1.24
H -1.29 0.82 1.53
H -0.96 2.04 -0.02
H -2.31 0.80 0.09
H -0.70 -0.24 -1.20
H 0.58 -0.71 1.43
H 0.62 -1.57 -0.15

Properties
Gap between HOMO and LUMO: 8.61 eV
E_LUMO: -5.2 eV
Net charge: +1

Calculated atomic charges, method Mulliken, unit e: C 0.328; C -0.793; N -0.268; N -0.380; O -0.119; H 0.337; H 0.328; H 0.265; H 0.304; H 0.259; H 0.399; H 0.340

Model ii:
The following is a quantum chemistry calculation of a cluster of 2 separate species, C2H7N2O in total, from the Open Molecules 2025 dataset.

CARTESIAN COORDINATES (ANGSTROEM)
C 1.33 -0.78 0.53
C 0.95 0.42 -0.16
N 0.38 1.56 -0.06
N -1.58 -0.35 -0.35
O 1.42 -0.47 -0.89
H 2.33 -0.79 1.14
H 0.65 -1.39 0.97
H 0.01 2.05 -0.89
H -0.05 1.87 0.80
H -2.29 -0.26 -1.05
H -2.05 -0.64 0.52
H -1.10 -1.22 -0.54

Properties
Gap between HOMO and LUMO: 11.07 eV
E_LUMO: -3.9 eV
Net charge: +1

Calculated atomic charges, method Mulliken, unit e: C -0.314; C 0.645; N -0.292; N -0.726; O -0.236; H 0.271; H 0.304; H 0.308; H 0.291; H 0.247; H 0.253; H 0.249

Model iii:
The following is a quantum chemistry calculation of a cluster of 2 separate species, C2H7N2O in total, from the Open Molecules 2025 dataset.

CARTESIAN COORDINATES (ANGSTROEM)
C -1.23 -0.41 -0.12
C 1.20 0.23 -0.44
N -2.18 0.45 -0.11
N 1.79 -0.86 0.03
O 1.07 1.27 0.22
H -1.58 -1.47 0.09
H 1.07 0.29 -1.46
H -1.90 1.43 -0.04
H -3.08 0.27 0.11
H 1.75 -0.85 1.08
H 1.86 -1.62 -0.50
H 1.24 1.28 1.14

Properties
Gap between HOMO and LUMO: 9.54 eV
E_LUMO: -3.6 eV
Net charge: +1

Calculated atomic charges, method Mulliken, unit e: C -0.265; C 0.097; N -0.194; N -0.257; O -0.311; H 0.193; H 0.453; H 0.255; H 0.228; H 0.247; H 0.242; H 0.313

Result of the stability comparison: model i is the least stable of them.